Entry 1:
{"formula": "C5H6O4Zn", "method": "ωB97M-V with the def2-TZVPD basis set", "symbols": ["O", "C", "O", "O", "C", "C", "O", "C", "C", "Zn", "H", "H", "H", "H", "H", "H"], "xyz": [[-1.441, -1.781, -1.361], [-0.028, -2.280, -2.620], [0.542, -1.235, -2.452], [0.884, 1.877, -1.091], [1.215, 1.862, 0.260], [0.084, 1.292, 1.115], [-0.369, 0.123, 0.437], [-0.587, -1.171, 0.794], [-1.311, -1.942, -0.027], [-0.198, 0.406, -1.517], [1.425, 2.878, 0.647], [2.129, 1.262, 0.450], [-0.782, 1.969, 1.086], [0.385, 1.046, 2.142], [-0.159, -1.472, 1.749], [-1.788, -2.834, 0.390]], "mulliken_charge": [-0.5864, 0.1662, -0.1616, -0.6228, -0.1628, -0.3773, -0.2217, -0.0430, -0.2301, 0.3708, 0.3330, 0.2807, 0.2557, 0.3479, 0.3129, 0.3384], "total_charge": 0, "fmax_ha_per_bohr": 0.064, "e_lumo_ev": -0.6}



Entry 2:
{"formula": "C5H6OS", "method": "ωB97M-V with the def2-TZVPD basis set", "symbols": ["C", "C", "C", "C", "C", "O", "S", "H", "H", "H", "H", "H", "H"], "xyz": [[2.376, -1.162, 0.380], [1.363, -0.780, -0.090], [-0.262, 1.060, -0.479], [-0.531, 1.182, 0.934], [-0.643, -0.311, -0.991], [0.329, 1.777, -1.241], [-1.849, -1.233, -0.225], [3.362, -1.303, 0.662], [-1.217, 0.377, 1.301], [-0.854, 2.138, 1.296], [0.515, 1.151, 1.371], [-0.512, -0.531, -1.999], [-2.075, -2.365, -0.918]], "mulliken_charge": [-0.2233, -0.5163, 0.4928, -0.9821, -0.0209, -0.5463, -0.1964, 0.4521, 0.2967, 0.3781, 0.2706, 0.4285, 0.1664], "total_charge": 0, "fmax_ha_per_bohr": 0.113, "e_lumo_ev": -0.8}



Entry 3:
{"formula": "C5H6OS", "method": "ωB97M-V with the def2-TZVPD basis set", "symbols": ["C", "C", "C", "C", "C", "H", "H", "H", "H", "H", "H", "O", "S"], "xyz": [[0.164, -0.345, 1.346], [0.062, -0.360, -0.259], [1.390, -0.608, -0.897], [-0.474, 0.905, -0.472], [-0.595, 2.153, -0.427], [0.078, -1.533, 1.831], [-0.934, 0.557, 1.399], [0.967, 0.211, 1.612], [-2.407, -1.078, -1.379], [1.579, -0.529, -1.874], [-0.796, 3.203, -0.272], [2.308, -0.947, -0.262], [-1.341, -1.630, -0.348]], "mulliken_charge": [-1.0499, 0.9119, -0.2995, -0.8364, -0.1957, 0.3298, 0.2633, 0.3838, 0.1734, 0.5422, 0.4177, -0.4168, -0.2238], "total_charge": 0, "fmax_ha_per_bohr": 0.148, "e_lumo_ev": 0.2}



The records above give, respectively, relative energy (zero: lowest compared OMol25 entry of this formula, charge and spin) values of 139.6; 535.6; 587.8 kJ/mol.
The records above give, respectively, E_HOMO values of -7.893; -9.711; -9.393 eV.
The records above give, respectively, electronic energy values of -61886.089; -18159.086; -18158.545 eV.